Molecular formula: C4H5N2
Method: DFT, ωB97M-V/def2-TZVPD

Calculated values
ΔE to the lowest compared entry with this formula, charge and spin: 6.113 eV
HOMO-LUMO gap (alpha / beta): 6.89 / 7.05 eV
Charge: +1
HOMO energy (alpha / beta): -0.533 / -0.534 Eh
DFT total energy: -264.39075 hartree

Cartesian coordinates (Å):
C -0.88 -0.90 -0.71
C -1.25 1.02 1.05
C 0.15 -0.29 -0.03
C 1.54 0.02 -0.09
N -2.13 -0.55 -0.39
N -1.99 0.40 0.36
H -0.39 -1.72 -1.39
H -0.94 1.91 1.61
H 1.91 0.88 0.46
H 1.89 0.14 -1.21
H 2.10 -0.92 0.35